Entry 1:
A single C7H12O2 molecule at a distorted geometry, computed with ωB97M-V with the def2-TZVPD basis set.

Structure (XYZ):
```
21
Properties=species:S:1:pos:R:3:mulliken_charge:R:1
C 0.686 -0.514 0.005 1.216
C 0.179 0.867 -0.041 0.513
H -1.512 -0.815 1.308 0.307
C 1.207 1.967 0.124 -1.703
H 1.125 -1.742 1.383 0.443
O 0.967 -0.793 1.386 -0.561
C -0.546 -1.349 -0.567 -0.770
H 2.264 -1.720 -0.552 0.446
H 1.711 1.577 1.052 0.342
C -1.094 1.266 -0.201 -0.585
H -0.612 -1.277 -1.626 0.356
C -1.761 -0.829 0.199 -0.509
C 2.003 -0.746 -0.869 -1.581
H -1.357 2.308 -0.534 0.328
H -0.533 -2.467 -0.347 0.353
H 2.795 0.002 -0.642 0.349
H 1.969 2.127 -0.563 0.297
O -2.172 0.461 -0.117 -0.385
H 1.810 -0.849 -1.885 0.375
H 0.627 2.896 0.301 0.405
H -2.688 -1.358 0.061 0.364
```

Properties
* LUMO: 0.0319 hartree
* relative energy (zero: lowest compared OMol25 entry of this formula, charge and spin): 33.5 kcal per mole
* E_HOMO: -8.33 eV
* structure (SMILES): CC1=COCC[C@]1(C)O
* Kohn-Sham gap: 9.19 eV

Entry 2:
A single C7H12O3 molecule at a distorted geometry, computed with ωB97M-V with the def2-TZVPD basis set.

Structure (XYZ):
```
22
Properties=species:S:1:pos:R:3:mulliken_charge:R:1
H 2.603 2.935 0.558 0.356
H -0.103 -1.402 2.191 0.246
H -0.570 -2.137 -2.171 0.304
C 1.006 1.483 0.673 0.336
H 2.511 1.834 -0.673 0.294
C -1.401 -0.348 -0.553 0.383
O 0.251 2.299 1.211 -0.586
H -2.766 -1.530 -0.969 0.351
O -1.341 -1.186 0.640 -0.481
H 0.335 0.515 -1.655 0.739
C 0.480 -1.718 -1.472 -1.052
H -1.828 0.713 -0.457 0.279
C 0.042 -0.260 -1.074 -0.434
H -0.648 0.158 2.109 0.391
H 0.596 -2.320 -0.326 0.208
C 2.464 1.832 0.464 -1.094
H 1.486 -1.794 -2.137 0.276
O -1.999 -1.097 -1.514 -0.548
C -0.308 -0.626 1.454 -0.833
H 3.267 1.142 0.932 0.267
C 0.745 0.020 0.433 0.114
H 1.676 -0.531 0.354 0.486
```

Properties
* LUMO: 0.0272 hartree
* relative energy (zero: lowest compared OMol25 entry of this formula, charge and spin): 86.0 kcal per mole
* E_HOMO: -9.67 eV
* structure (SMILES): CC(=O)[C@H]1CO[C@H](O)[C@@H]1C
* Kohn-Sham gap: 10.42 eV

Entry 3:
2 unconnected molecules or ions with the total composition C7H12O5S at a distorted geometry, computed with ωB97M-V with the def2-TZVPD basis set.

Structure (XYZ):
```
25
Properties=species:S:1:pos:R:3:mulliken_charge:R:1
H -0.162 -2.387 1.227 0.340
C -1.741 0.665 -0.254 0.211
H 5.172 -0.262 -0.505 0.324
C -1.438 -0.084 0.805 0.319
O -0.089 2.282 -1.008 -0.570
H 4.087 -1.595 -0.969 0.257
C -1.771 -1.518 0.552 0.181
H -3.571 -1.566 -0.705 0.294
C -2.503 -1.354 -0.806 -0.678
H 0.461 2.132 1.412 0.243
C 4.168 -0.520 -0.825 -0.791
H -1.147 2.555 2.055 0.343
H -2.410 -1.984 1.312 0.369
O -0.598 -2.302 0.370 -0.616
O -2.361 -0.004 -1.266 -0.486
H 3.918 0.012 -1.738 0.257
H 0.559 1.559 -0.945 0.376
C -0.606 1.899 1.370 -0.504
O 1.593 -0.049 -0.312 -0.421
H -1.825 2.859 -0.219 0.406
S 3.051 0.030 0.494 0.031
C -1.123 2.030 -0.101 -0.015
H -2.065 -2.023 -1.550 0.313
H 1.176 -0.919 -0.213 0.345
O -0.777 0.546 1.819 -0.529
```

Properties
* LUMO: 0.0212 hartree
* relative energy (zero: lowest compared OMol25 entry of this formula, charge and spin): 48.4 kcal per mole
* E_HOMO: -7.95 eV
* structure (SMILES): O[C@@H]1COC2=C1OC[C@H]2O.CSO
* Kohn-Sham gap: 8.53 eV

Entry 4:
2 unconnected molecules or ions with the total composition C7H12P at a distorted geometry, computed with ωB97M-V with the def2-TZVPD basis set.

Structure (XYZ):
```
20
Properties=species:S:1:pos:R:3:mulliken_charge:R:1
H 0.678 -2.670 0.928 0.336
H -2.132 -0.067 -1.563 0.221
H -2.143 -1.468 1.268 0.503
H 0.258 2.595 -2.573 0.293
H 1.301 -3.330 -0.518 0.338
H 0.442 2.635 -0.125 0.282
C 0.891 -2.476 -0.049 -0.759
P 0.331 0.148 0.362 0.397
H 0.313 0.638 -2.591 0.157
H 1.775 1.395 2.076 0.353
C 0.415 1.667 -0.716 -0.021
C 1.303 0.304 1.872 -0.904
C -2.115 -1.057 0.339 -0.033
C -2.635 -0.590 -0.793 -0.605
H 2.048 -0.519 1.885 0.342
H 0.554 0.102 2.677 0.330
C 1.240 -1.202 -0.461 -0.246
H 1.370 -1.042 -1.526 0.405
H -3.481 -0.977 -1.264 0.334
C 0.298 1.650 -2.082 -0.720
```

Properties
* LUMO (spin up / spin down): -0.1978 / -0.1978 hartree
* total charge: +1
* relative energy (zero: lowest compared OMol25 entry of this formula, charge and spin): 101.2 kcal per mole
* E_HOMO (spin up / spin down): -13.16 / -13.16 eV
* Kohn-Sham gap (spin up / spin down): 7.78 / 7.78 eV

Entry 5:
A single C7H12P2 molecule at a distorted geometry, computed with ωB97M-V with the def2-TZVPD basis set.

Structure (XYZ):
```
21
Properties=species:S:1:pos:R:3:mulliken_charge:R:1
H -3.067 1.771 1.204 0.399
C -1.279 0.506 0.278 -0.029
H 3.563 -1.376 -1.435 0.298
C 1.147 1.298 0.096 -0.348
H 2.269 -2.675 -1.683 0.353
C -0.192 0.990 0.069 0.246
C 2.482 -1.709 -1.266 -1.176
P 1.705 2.785 -0.503 -0.127
P 2.439 -0.096 1.150 0.061
H 0.679 -1.348 0.067 0.026
H 1.992 -2.411 0.822 0.316
H -3.806 1.818 -0.288 0.329
H -2.856 -0.847 0.866 0.322
H -4.523 0.812 0.950 0.314
H 1.414 -0.209 2.197 0.053
C -3.506 1.184 0.510 -1.213
H 2.022 -1.110 -1.927 0.409
C -2.561 -0.071 0.179 -0.239
H -2.888 -0.317 -0.952 0.225
C 1.819 -1.476 0.054 -0.217
H 3.147 2.480 -0.386 -0.002
```

Properties
* spin multiplicity: 3
* LUMO (spin up / spin down): 0.0213 / -0.0835 hartree
* relative energy (zero: lowest compared OMol25 entry of this formula, charge and spin): 22.7 kcal per mole
* E_HOMO (spin up / spin down): -6.28 / -8.69 eV
* Kohn-Sham gap (spin up / spin down): 6.86 / 6.42 eV

Entry 6:
A single C7H12S molecule at a distorted geometry, computed with ωB97M-V with the def2-TZVPD basis set.

Structure (XYZ):
```
20
Properties=species:S:1:pos:R:3:mulliken_charge:R:1
S 0.263 -0.285 2.409 -0.172
C -0.256 -0.145 -0.198 1.227
H 1.358 -0.392 -1.630 0.373
H -1.402 -2.133 2.181 0.390
H -1.280 1.884 -0.648 0.356
C -0.625 -1.729 1.459 -0.639
H 1.991 0.073 0.031 0.292
H 0.222 -2.458 1.266 0.289
H -1.486 0.816 1.303 0.257
H 0.316 3.187 -1.024 0.399
H 1.690 2.196 -0.888 0.323
C -0.412 0.682 1.019 -0.420
H 1.441 -1.629 -0.233 0.332
C -0.381 1.361 -0.347 0.099
C 1.195 -0.587 -0.578 -1.463
H 0.692 1.823 -2.243 0.320
C -1.055 -1.343 -0.069 -1.022
C 0.587 2.139 -1.146 -1.553
H -2.131 -1.230 0.060 0.338
H -0.727 -2.230 -0.724 0.275
```

Properties
* LUMO: 0.0312 hartree
* relative energy (zero: lowest compared OMol25 entry of this formula, charge and spin): 103.2 kcal per mole
* E_HOMO: -8.36 eV
* structure (SMILES): C[C@@H]1[C@@H]2SCC[C@@]12C
* Kohn-Sham gap: 9.21 eV

Entry 7:
A single C7H12S molecule at a distorted geometry, computed with ωB97M-V with the def2-TZVPD basis set.

Structure (XYZ):
```
20
Properties=species:S:1:pos:R:3:mulliken_charge:R:1
H -0.806 1.060 2.025 0.302
H -2.018 -0.648 -1.513 0.374
C -1.893 0.865 0.027 -0.627
H 0.031 -1.596 1.364 0.321
C -0.114 -0.667 -0.669 -0.221
C -1.331 0.099 -1.190 -0.826
H 0.011 -1.632 -1.149 0.387
C -1.196 0.299 1.319 -0.968
C -0.064 -0.620 0.823 -0.401
H -1.910 -0.324 1.836 0.387
H 3.061 -0.440 0.845 0.372
H -1.638 1.906 -0.069 0.277
H 2.290 -1.872 0.200 0.371
H 2.949 -0.680 -0.848 0.383
H 1.888 1.826 -1.216 0.129
S 1.352 1.743 0.059 -0.222
H -2.979 0.732 0.126 0.373
H -1.116 0.769 -2.076 0.264
C 2.384 -0.813 0.069 -1.504
C 1.098 -0.007 0.037 0.828
```

Properties
* LUMO: 0.0307 hartree
* relative energy (zero: lowest compared OMol25 entry of this formula, charge and spin): 28.7 kcal per mole
* E_HOMO: -8.87 eV
* structure (SMILES): C[C@@]1(S)[C@@H]2CCC[C@@H]21
* Kohn-Sham gap: 9.71 eV

Entry 8:
A molecular structure, C7H12S at a distorted geometry, computed with ωB97M-V with the def2-TZVPD basis set.

Structure (XYZ):
```
20
Properties=species:S:1:pos:R:3:mulliken_charge:R:1
C 1.404 -1.782 -0.418 -0.723
H 0.965 1.955 -1.446 0.273
H 1.056 -1.248 1.528 0.345
H -1.783 0.273 1.878 0.385
H 1.082 -1.725 -1.464 0.241
H -0.848 0.164 -1.943 0.454
H 1.690 2.625 0.049 0.389
C -1.712 -0.469 1.078 -1.169
H 2.200 -2.518 -0.176 0.271
H -1.865 -1.455 1.459 0.449
H -1.202 -1.470 -1.310 0.420
C 0.740 -1.113 0.509 -0.657
C -0.447 -0.195 0.226 1.600
C 1.265 1.739 -0.385 -1.173
H 0.259 1.354 1.518 0.416
H 2.043 1.005 -0.430 0.336
S -2.804 0.020 -0.336 -0.180
C 0.007 1.237 0.449 -0.954
C -1.204 -0.389 -1.110 -1.092
H -0.843 1.993 0.325 0.370
```

Properties
* LUMO: 0.0339 hartree
* relative energy (zero: lowest compared OMol25 entry of this formula, charge and spin): 40.7 kcal per mole
* E_HOMO: -8.58 eV
* Kohn-Sham gap: 9.51 eV

Entry 9:
A single C7H12SSi molecule at a distorted geometry, computed with ωB97M-V with the def2-TZVPD basis set.

Structure (XYZ):
```
21
Properties=species:S:1:pos:R:3:mulliken_charge:R:1
H -2.063 1.334 -1.068 0.323
C 1.013 -1.570 -0.392 -0.349
H 1.081 1.783 2.241 0.335
H 0.526 -2.819 -3.469 0.378
H 1.771 -3.481 -1.360 0.340
H 1.367 -1.709 0.596 0.417
C -1.190 -0.055 1.835 -1.116
H -0.954 2.738 -0.874 0.330
C 1.184 1.645 1.158 -1.077
C -1.473 1.931 -0.376 -1.162
Si -0.305 0.777 0.436 0.456
C 0.253 -0.515 -0.744 0.250
C 0.553 -2.221 -2.563 -0.389
C 1.249 -2.529 -1.445 -0.552
H 2.007 0.940 1.029 0.306
H -2.170 2.363 0.319 0.353
H -2.258 -0.046 1.635 0.285
H 1.451 2.582 0.667 0.312
S -0.149 -0.642 -2.434 -0.146
H -0.829 -1.044 2.061 0.367
H -1.064 0.538 2.747 0.338
```

Properties
* LUMO: 0.0312 hartree
* relative energy (zero: lowest compared OMol25 entry of this formula, charge and spin): 3.7 kcal per mole
* E_HOMO: -8.98 eV
* structure (SMILES): C[Si](C)(C)c1cccs1
* Kohn-Sham gap: 9.83 eV

Entry 10:
2 unconnected molecules or ions with the total composition C7H12Se, computed with ωB97M-V with the def2-TZVPD basis set.

Structure (XYZ):
```
20
Properties=species:S:1:pos:R:3:mulliken_charge:R:1
H -3.554 1.415 -0.568 0.266
H -1.245 1.580 -1.321 0.286
H -0.933 -1.295 0.438 0.389
C -0.364 2.194 0.580 -0.813
H 0.422 -2.850 -1.185 0.259
H 2.584 -0.760 -1.380 0.344
Se 2.788 -1.585 0.993 -0.024
C -2.763 1.706 0.102 -0.769
C 2.244 -1.684 -0.911 -0.808
C 0.960 -1.298 1.386 -0.512
H -0.700 2.423 1.587 0.300
H 2.759 -2.524 -1.374 0.400
C 0.719 -1.816 -0.965 -0.364
H 0.682 -1.057 2.398 0.403
C 0.135 -1.427 0.358 -0.327
C -1.507 1.799 -0.292 0.114
H -3.054 1.917 1.119 0.237
H 0.144 3.066 0.168 0.292
H 0.315 -1.187 -1.761 0.227
H 0.365 1.384 0.628 0.101
```

Properties
* LUMO: 0.0310 hartree
* relative energy (zero: lowest compared OMol25 entry of this formula, charge and spin): 0.0 kcal per mole
* E_HOMO: -7.82 eV
* structure (SMILES): C1=C[Se]CC1.C=CC
* Kohn-Sham gap: 8.67 eV